A cluster of 15 separate species, H28IO14 in total. Source: OMol25; level of theory: ωB97M-V with the def2-TZVPD basis set.

Positions of all 43 atoms, in Å:
1 I -0.11 -0.38 0.11
2 O 2.89 -0.59 2.60
3 H 2.21 -0.50 1.93
4 H 3.38 0.23 2.56
5 O 1.68 2.91 -3.74
6 H 2.34 3.07 -3.05
7 H 1.53 1.96 -3.71
8 O 1.98 2.73 0.13
9 H 1.62 1.86 0.23
10 H 2.12 3.04 1.02
11 O -4.18 -1.05 1.26
12 H -4.25 -1.54 0.44
13 H -4.82 -0.34 1.17
14 O -1.47 -0.17 3.60
15 H -0.66 -0.52 3.96
16 H -1.63 -0.70 2.81
17 O -0.83 3.48 0.18
18 H -0.07 2.91 0.27
19 H -1.35 3.08 -0.52
20 O -1.45 -3.25 -1.45
21 H -2.38 -3.08 -1.29
22 H -1.01 -2.46 -1.13
23 O 0.41 2.04 3.60
24 H 0.83 1.34 4.10
25 H -0.31 1.60 3.14
26 O 1.14 -3.31 -2.63
27 H 1.21 -3.64 -1.73
28 H 0.21 -3.33 -2.82
29 O 1.81 0.04 -3.45
30 H 1.07 -0.31 -3.95
31 H 1.73 -0.38 -2.59
32 O -2.03 3.35 -3.27
33 H -1.92 2.42 -3.06
34 H -1.65 3.44 -4.14
35 O -2.35 0.44 -2.56
36 H -2.91 -0.33 -2.47
37 H -1.72 0.37 -1.84
38 O 1.62 -4.54 0.15
39 H 1.09 -4.81 0.90
40 H 2.23 -3.89 0.52
41 O 0.94 -0.40 4.80
42 H 1.67 -0.81 4.33
43 H 1.36 0.02 5.56

Output
Net charge: -1
Frontier orbital gap in eV: 7.95
E in eV: -37224.8307
Largest force on an atom in eV Å⁻¹: 1.2



A cluster of 12 separate species, C18H54F4N22O15 in total. Source: OMol25; level of theory: ωB97M-V with the def2-TZVPD basis set.

Positions of all 113 atoms, in Å:
1 C -0.33 -0.79 0.42
2 C -0.62 -1.58 -0.85
3 O -1.02 -2.92 -0.61
4 C -0.01 -3.71 -0.06
5 C 1.10 -4.08 -1.06
6 O 2.38 -4.01 -0.35
7 C 2.92 -2.81 -0.19
8 O 3.46 -2.41 0.83
9 O 2.78 -1.95 -1.28
10 C 3.58 -2.13 -2.37
11 F 2.80 -2.35 -3.45
12 F 4.38 -3.20 -2.24
13 C 4.45 -0.86 -2.62
14 F 5.68 -1.07 -2.11
15 F 4.57 -0.67 -3.95
16 H -0.79 -1.31 1.26
17 H -0.70 0.22 0.35
18 H 0.74 -0.78 0.61
19 H 0.23 -1.52 -1.52
20 H -1.45 -1.12 -1.36
21 H 0.46 -3.26 0.80
22 H -0.48 -4.61 0.29
23 H 0.98 -5.11 -1.33
24 H 1.09 -3.48 -1.95
25 H 4.02 0.01 -2.15
26 N -1.28 4.33 0.67
27 C -0.57 3.49 -0.13
28 N 0.10 4.08 -1.16
29 O -0.53 2.28 0.07
30 H -1.32 5.32 0.54
31 H -1.80 3.91 1.43
32 H 0.62 3.47 -1.77
33 H 0.08 5.07 -1.34
34 N 0.58 4.84 3.46
35 C -0.29 5.58 4.21
36 N 0.23 6.09 5.38
37 O -1.45 5.77 3.88
38 H 1.54 4.69 3.71
39 H 0.23 4.45 2.60
40 H -0.39 6.64 5.95
41 H 1.17 5.95 5.67
42 N 0.33 -0.01 -4.34
43 C -0.30 1.15 -3.96
44 N -1.58 1.29 -4.40
45 O 0.25 1.99 -3.27
46 H -0.11 -0.72 -4.89
47 H 1.27 -0.14 -4.01
48 H -2.07 2.12 -4.12
49 H -2.05 0.61 -4.95
50 N -3.62 2.03 4.50
51 C -3.03 2.10 3.28
52 N -2.20 1.06 2.95
53 O -3.22 3.03 2.50
54 H -3.48 1.27 5.15
55 H -4.22 2.78 4.76
56 H -1.76 1.09 2.05
57 H -2.03 0.28 3.56
58 N 3.14 -6.11 -2.86
59 C 2.86 -6.49 -4.14
60 N 3.56 -5.85 -5.12
61 O 2.03 -7.36 -4.40
62 H 3.81 -5.40 -2.63
63 H 2.65 -6.57 -2.12
64 H 3.37 -6.10 -6.08
65 H 4.25 -5.15 -4.94
66 N -3.84 2.15 8.31
67 C -3.99 0.80 8.43
68 N -3.73 0.29 9.68
69 O -4.35 0.09 7.50
70 H -3.55 2.76 9.05
71 H -4.03 2.55 7.41
72 H -3.84 -0.70 9.80
73 H -3.44 0.85 10.46
74 N 1.36 -5.74 3.94
75 C 1.00 -4.50 3.48
76 N 2.02 -3.60 3.39
77 O -0.15 -4.23 3.17
78 H 2.29 -5.99 4.20
79 H 0.63 -6.43 4.02
80 H 1.80 -2.68 3.04
81 H 2.97 -3.80 3.62
82 N -6.56 4.77 9.73
83 C -5.93 5.15 8.58
84 N -6.74 5.71 7.63
85 O -4.73 5.00 8.40
86 H -7.54 4.88 9.89
87 H -5.99 4.36 10.45
88 H -6.30 6.00 6.77
89 H -7.72 5.85 7.75
90 N -2.65 7.58 -0.53
91 C -1.86 7.76 -1.63
92 N -2.51 8.14 -2.77
93 O -0.65 7.57 -1.59
94 H -3.64 7.70 -0.52
95 H -2.19 7.31 0.32
96 H -1.95 8.27 -3.59
97 H -3.50 8.29 -2.82
98 N 4.01 -8.70 -6.74
99 C 4.51 -8.14 -7.87
100 N 4.82 -9.00 -8.89
101 O 4.68 -6.93 -7.96
102 H 3.84 -9.68 -6.62
103 H 3.79 -8.08 -5.98
104 H 5.18 -8.60 -9.73
105 H 4.69 -9.99 -8.83
106 N 1.61 0.67 -7.18
107 C 2.30 0.54 -8.36
108 N 3.12 -0.55 -8.44
109 O 2.19 1.35 -9.27
110 H 1.68 0.03 -6.42
111 H 1.01 1.46 -7.09
112 H 3.64 -0.67 -9.29
113 H 3.23 -1.22 -7.70

Output
Net charge: 0
Frontier orbital gap in eV: 9.35
Structure (SMILES): CCOCCOC(=O)OC(F)(F)C(F)F.NC(N)=O.NC(N)=O.NC(N)=O.NC(N)=O.NC(N)=O.NC(N)=O.NC(N)=O.NC(N)=O.NC(N)=O.NC(N)=O.NC(N)=O
E in eV: -93918.0168
Largest force on an atom in eV Å⁻¹: 3.3



A structure of composition C16H11BF10N2O5RuS. Source: OMol25; level of theory: ωB97M-V with the def2-TZVPD basis set.

Positions of all 47 atoms, in Å:
1 Ru 0.33 -0.65 0.09
2 S -0.75 -2.28 1.20
3 C 0.75 -2.33 2.08
4 C 1.23 -3.16 3.09
5 C 2.53 -2.96 3.51
6 C 3.32 -1.96 2.93
7 C 2.77 -1.17 1.94
8 N 1.51 -1.36 1.56
9 H 0.60 -3.93 3.50
10 H 2.95 -3.59 4.29
11 H 4.34 -1.81 3.24
12 H 3.30 -0.37 1.44
13 O -0.49 0.82 1.24
14 C -1.48 1.07 0.48
15 O -1.75 0.33 -0.47
16 C -2.27 2.31 0.77
17 C -1.65 3.38 1.40
18 C -2.36 4.55 1.64
19 C -3.68 4.65 1.25
20 C -4.27 3.57 0.61
21 C -3.58 2.40 0.35
22 N -5.68 3.67 0.20
23 O -6.25 4.73 0.39
24 O -6.20 2.70 -0.30
25 H -0.61 3.29 1.68
26 H -1.87 5.39 2.12
27 H -4.26 5.54 1.42
28 H -4.06 1.58 -0.17
29 F 2.73 2.51 -1.64
30 B 1.88 2.06 -0.64
31 F 2.60 1.21 0.25
32 F 1.31 3.11 0.07
33 F 0.81 1.27 -1.23
34 C 2.71 -2.81 -2.79
35 C 1.35 -2.30 -2.31
36 O 1.46 -1.85 -1.02
37 C 0.88 -1.19 -3.28
38 F 1.82 -0.24 -3.39
39 F 0.66 -1.66 -4.53
40 F -0.25 -0.61 -2.87
41 C 0.35 -3.48 -2.35
42 F 0.36 -4.14 -3.53
43 F -0.92 -3.10 -2.13
44 F 0.67 -4.38 -1.41
45 H 3.42 -2.00 -2.70
46 H 2.68 -3.18 -3.81
47 H 3.02 -3.62 -2.12

Output
Net charge: -1
Frontier orbital gap (spin up / spin down) in eV: 7.40 / 7.61
ΔE to the lowest compared entry with this formula, charge and spin in kJ/mol: 29.5
E in eV: -71265.6149
2S+1: 2
Largest force on an atom in eV Å⁻¹: 0.8
Expectation value of S²: 0.7551



A cluster of 3 separate species, C2H9NO4 in total. Source: OMol25; level of theory: ωB97M-V with the def2-TZVPD basis set.

Positions of all 16 atoms, in Å:
1 O -0.48 -0.57 4.27
2 C 0.39 -0.53 3.45
3 N 0.33 -0.23 2.10
4 C -0.79 0.24 1.36
5 O -1.43 -0.87 0.74
6 H 1.45 -0.65 3.69
7 H 1.23 -0.10 1.65
8 H -1.60 0.75 1.91
9 H -0.57 0.79 0.42
10 H -1.70 -1.55 1.37
11 O -1.45 1.77 -1.43
12 H -2.24 1.51 -0.96
13 H -0.74 1.39 -0.89
14 O 2.74 -0.44 -5.62
15 H 3.08 -1.03 -6.31
16 H 1.78 -0.47 -5.76

Output
Net charge: 0
Frontier orbital gap in eV: 10.99
Structure (SMILES): O=CNCO.O.O
ΔE to the lowest compared entry with this formula, charge and spin in kJ/mol: 151.1
E in eV: -11899.2627
Largest force on an atom in eV Å⁻¹: 2.4



A structure of composition C51H47F3FeN3P2S3. Source: OMol25; level of theory: ωB97M-V with the def2-TZVPD basis set.

Positions of all 110 atoms, in Å:
1 Fe 0.09 -0.68 -0.34
2 S -1.02 -2.11 1.23
3 P -0.85 -0.37 2.22
4 C -0.25 0.82 1.16
5 P -1.34 1.90 0.37
6 S -2.48 1.14 -1.04
7 C -2.36 2.82 1.60
8 C -1.73 3.63 2.55
9 C -2.48 4.33 3.48
10 C -3.87 4.21 3.49
11 C -4.49 3.40 2.56
12 C -3.74 2.70 1.62
13 C -0.36 3.31 -0.28
14 C 0.90 3.60 0.25
15 C 1.61 4.70 -0.23
16 C 1.08 5.50 -1.22
17 C -0.18 5.21 -1.75
18 C -0.89 4.12 -1.28
19 C 0.30 -0.58 3.63
20 C 1.21 0.42 3.93
21 C 2.09 0.26 5.00
22 C 2.05 -0.89 5.77
23 C 1.13 -1.89 5.47
24 C 0.26 -1.74 4.40
25 C -2.41 -0.01 3.10
26 C -3.60 -0.58 2.67
27 C -4.80 -0.31 3.33
28 C -4.80 0.55 4.42
29 C -3.62 1.13 4.85
30 C -2.43 0.85 4.20
31 H -0.65 3.73 2.54
32 H -1.99 4.97 4.21
33 H -4.45 4.75 4.22
34 H -5.57 3.30 2.57
35 H -4.22 2.07 0.88
36 H 1.33 2.94 0.99
37 H 2.60 4.90 0.16
38 H 1.64 6.35 -1.60
39 H -0.60 5.84 -2.53
40 H -1.86 3.87 -1.70
41 H 1.25 1.31 3.30
42 H 2.81 1.04 5.22
43 H 2.74 -1.02 6.59
44 H 1.10 -2.80 6.06
45 H -0.45 -2.52 4.15
46 H -3.58 -1.25 1.81
47 H -5.72 -0.76 2.98
48 H -5.73 0.77 4.93
49 H -3.63 1.80 5.70
50 H -1.50 1.30 4.54
51 F 5.35 1.05 -0.14
52 C 4.75 1.99 -0.85
53 F 5.58 2.27 -1.90
54 F 4.73 3.12 -0.10
55 C 3.37 1.66 -1.37
56 C 3.02 2.25 -2.56
57 C 1.76 2.04 -3.11
58 C 0.90 1.22 -2.43
59 N 1.21 0.63 -1.27
60 C 2.44 0.85 -0.65
61 S 2.67 0.15 0.86
62 H 3.74 2.87 -3.07
63 H 1.46 2.51 -4.04
64 H -0.11 1.03 -2.79
65 C -0.39 -0.80 -4.81
66 C -1.78 -0.86 -4.20
67 C -2.86 -0.43 -4.96
68 C -4.16 -0.55 -4.49
69 C -4.37 -1.14 -3.26
70 C -3.31 -1.58 -2.47
71 C -3.59 -2.21 -1.13
72 C -2.00 -1.40 -2.92
73 N -0.88 -1.76 -2.10
74 C -0.28 -2.92 -2.40
75 C -0.83 -3.91 -3.40
76 C 0.96 -3.22 -1.79
77 C 1.66 -4.50 -2.18
78 N 1.47 -2.35 -0.90
79 C 2.86 -2.51 -0.59
80 C 3.82 -2.05 -1.50
81 C 3.42 -1.45 -2.83
82 C 5.17 -2.15 -1.18
83 C 5.58 -2.70 0.02
84 C 4.63 -3.18 0.90
85 C 3.27 -3.10 0.61
86 C 2.27 -3.62 1.60
87 H -0.18 0.20 -5.19
88 H -0.33 -1.49 -5.65
89 H 0.38 -1.07 -4.10
90 H -2.67 0.00 -5.94
91 H -4.99 -0.20 -5.09
92 H -5.39 -1.28 -2.89
93 H -4.61 -2.60 -1.10
94 H -3.47 -1.46 -0.34
95 H -2.88 -3.01 -0.91
96 H -1.79 -3.59 -3.79
97 H -0.97 -4.89 -2.94
98 H -0.15 -4.05 -4.25
99 H 1.01 -5.37 -1.99
100 H 2.58 -4.64 -1.62
101 H 1.90 -4.52 -3.25
102 H 2.41 -1.05 -2.80
103 H 3.45 -2.21 -3.62
104 H 4.10 -0.65 -3.12
105 H 5.91 -1.76 -1.88
106 H 6.64 -2.75 0.26
107 H 4.94 -3.63 1.84
108 H 2.69 -4.44 2.19
109 H 1.36 -3.96 1.11
110 H 1.97 -2.83 2.29

Output
Net charge: -1
Frontier orbital gap (spin up / spin down) in eV: 4.97 / 6.76
ΔE to the lowest compared entry with this formula, charge and spin in kJ/mol: 18.0
E in eV: -151748.4039
2S+1: 5
Largest force on an atom in eV Å⁻¹: 1.3
Expectation value of S²: 6.3262



A cluster of 6 separate species, C24H36O18 in total. Source: OMol25; level of theory: ωB97M-V with the def2-TZVPD basis set.

Positions of all 78 atoms, in Å:
1 C -15.48 21.39 16.56
2 C -16.91 21.92 16.95
3 C -17.93 20.85 17.27
4 O -18.56 21.35 18.47
5 C -17.87 22.37 18.99
6 O -18.07 23.04 20.02
7 O -16.91 22.66 18.17
8 H -14.78 22.19 16.33
9 H -15.52 20.82 15.64
10 H -15.19 20.70 17.35
11 H -17.32 22.53 16.15
12 H -17.42 19.97 17.65
13 H -18.55 20.61 16.40
14 C -28.50 18.89 18.80
15 C -28.28 20.20 18.01
16 C -27.13 21.12 18.57
17 O -26.53 21.54 17.36
18 C -26.75 20.69 16.41
19 O -26.14 20.59 15.33
20 O -27.82 19.90 16.68
21 H -28.83 19.06 19.83
22 H -27.66 18.20 18.88
23 H -29.29 18.38 18.25
24 H -29.21 20.77 17.90
25 H -26.38 20.58 19.14
26 H -27.53 21.95 19.15
27 C -29.74 24.78 22.12
28 C -28.74 23.72 22.56
29 C -28.73 22.54 21.65
30 O -27.42 22.09 21.73
31 C -26.69 23.14 22.00
32 O -25.48 23.19 21.82
33 O -27.49 24.19 22.26
34 H -30.72 24.56 22.57
35 H -29.88 24.65 21.05
36 H -29.40 25.79 22.32
37 H -28.71 23.47 23.62
38 H -29.04 22.72 20.62
39 H -29.42 21.82 22.09
40 C -21.68 24.36 19.89
41 C -22.42 23.07 19.35
42 C -23.74 23.34 18.56
43 O -23.67 22.43 17.51
44 C -22.42 22.11 17.32
45 O -22.03 21.22 16.51
46 O -21.61 22.56 18.34
47 H -21.70 25.17 19.15
48 H -20.67 24.10 20.17
49 H -22.15 24.68 20.82
50 H -22.57 22.37 20.17
51 H -23.96 24.37 18.28
52 H -24.63 23.02 19.11
53 C -18.63 25.96 17.69
54 C -18.57 25.66 16.19
55 C -19.90 25.18 15.61
56 O -20.08 26.13 14.55
57 C -19.13 27.08 14.51
58 O -19.02 27.98 13.63
59 O -18.21 26.86 15.43
60 H -19.42 26.68 17.90
61 H -17.75 26.53 17.98
62 H -18.83 25.19 18.44
63 H -17.81 24.91 15.97
64 H -20.66 25.08 16.38
65 H -19.79 24.19 15.17
66 C -20.63 28.07 20.89
67 C -21.56 28.84 19.98
68 C -20.94 29.30 18.65
69 O -21.69 28.71 17.63
70 C -22.66 27.90 18.17
71 O -23.35 27.15 17.52
72 O -22.57 28.01 19.56
73 H -21.29 27.60 21.62
74 H -19.94 28.68 21.47
75 H -20.11 27.26 20.38
76 H -22.02 29.59 20.61
77 H -19.95 28.86 18.57
78 H -20.85 30.39 18.62

Output
Net charge: +1
Frontier orbital gap (spin up / spin down) in eV: 8.30 / 2.84
ΔE to the lowest compared entry with this formula, charge and spin in kJ/mol: 0.0
E in eV: -62315.6786
2S+1: 2
Largest force on an atom in eV Å⁻¹: 5.7
Expectation value of S²: 0.7577